a:
{
  "formula": "C3H3N3O",
  "method": "ωB97M-V with the def2-TZVPD basis set",
  "e_homo_ev": -10.0,
  "total_charge": 0,
  "smiles": "Oc1nccnn1",
  "homo_lumo_gap_ev": 9.65,
  "species": ["O", "C", "N", "N", "C", "C", "N", "H", "H", "H"],
  "xyz": [[2.343, -0.695, 0.241], [1.067, -0.482, 0.111], [0.936, 0.874, 0.105], [-0.206, 1.471, -0.015], [-1.261, 0.666, -0.133], [-1.114, -0.731, -0.120], [0.059, -1.351, 0.003], [2.399, 0.471, 0.257], [-2.230, 1.147, -0.235], [-1.995, -1.370, -0.214]]
}

=====

b:
{
  "formula": "C3H3N3O",
  "method": "ωB97M-V with the def2-TZVPD basis set",
  "e_homo_ev": -10.1,
  "total_charge": 0,
  "smiles": "[H]/N=c1\\nccno1",
  "homo_lumo_gap_ev": 9.09,
  "species": ["C", "C", "C", "H", "H", "H", "N", "N", "N", "O"],
  "xyz": [[0.148, -0.382, -1.161], [0.028, -0.341, 1.212], [-0.295, 1.142, 1.045], [0.143, -1.988, -1.584], [0.131, -0.745, 2.147], [-0.303, 1.736, 1.914], [0.082, -1.144, -2.168], [0.400, -0.960, 0.154], [-0.375, 1.684, -0.196], [0.040, 0.999, -1.363]]
}

=====

Which structure is the least stable? The one labeled b.

=====

a:
{
  "formula": "C3H3N3O",
  "method": "ωB97M-V with the def2-TZVPD basis set",
  "e_homo_ev": -9.7,
  "total_charge": 0,
  "smiles": "N=C=CC=O.N#N",
  "homo_lumo_gap_ev": 10.16,
  "species": ["N", "C", "N", "N", "O", "C", "C", "H", "H", "H"],
  "xyz": [[2.064, -0.271, 0.615], [0.978, -0.629, 0.212], [0.614, 2.229, -0.851], [-0.445, 2.247, -1.155], [-1.393, 0.369, 1.316], [-1.407, -0.540, 0.512], [-0.216, -1.090, -0.142], [2.476, 0.568, 0.210], [-2.359, -1.016, 0.204], [-0.302, -1.833, -0.927]]
}

=====

b:
{
  "formula": "C3H3N3O",
  "method": "ωB97M-V with the def2-TZVPD basis set",
  "e_homo_ev": -10.0,
  "total_charge": 0,
  "smiles": "O/C=C1/C=NN=N1",
  "homo_lumo_gap_ev": 8.89,
  "species": ["C", "C", "C", "H", "H", "H", "N", "N", "N", "O"],
  "xyz": [[0.065, -0.781, -1.464], [0.080, -0.303, -0.241], [0.293, -0.911, 1.133], [-0.818, 0.886, -2.118], [0.424, -1.852, -1.613], [0.338, -2.056, 1.548], [0.155, 0.028, 2.038], [0.100, 1.263, 1.423], [-0.081, 0.988, 0.179], [-0.474, -0.119, -2.483]]
}

=====

c:
{
  "formula": "C3H3N3O",
  "method": "ωB97M-V with the def2-TZVPD basis set",
  "e_homo_ev": -9.1,
  "total_charge": 0,
  "smiles": "N=C=CC=O.N#N",
  "homo_lumo_gap_ev": 8.18,
  "species": ["N", "C", "N", "N", "O", "C", "C", "H", "H", "H"],
  "xyz": [[0.151, 1.597, 1.512], [0.229, 0.673, 0.728], [-1.195, 1.154, -0.711], [-1.487, 0.435, -1.495], [0.368, -2.651, -0.775], [0.261, -1.460, -0.580], [0.735, -0.521, 0.391], [-0.328, 2.446, 1.290], [-0.355, -0.955, -1.339], [1.620, -0.719, 0.978]]
}

=====

d:
{
  "formula": "C3H3N3O",
  "method": "ωB97M-V with the def2-TZVPD basis set",
  "e_homo_ev": -9.5,
  "total_charge": 0,
  "smiles": "O=Nc1c[nH]cn1",
  "homo_lumo_gap_ev": 8.74,
  "species": ["C", "C", "C", "H", "H", "H", "N", "N", "N", "O"],
  "xyz": [[0.927, 0.169, -0.323], [-0.229, 0.940, -0.138], [-0.825, -1.085, 0.029], [-0.318, 2.105, 0.404], [-2.382, 0.581, 0.406], [-1.581, -1.814, -0.216], [2.300, 0.507, -0.244], [-1.342, 0.216, 0.062], [0.480, -1.138, -0.240], [2.970, -0.482, 0.259]]
}

=====

Which structure is the least stable? The one labeled d.

=====

a:
{
  "formula": "C4H9N3",
  "method": "ωB97M-V with the def2-TZVPD basis set",
  "e_homo_ev": -8.6,
  "total_charge": 0,
  "smiles": "[H]/N=C(/C)N.C#CN",
  "homo_lumo_gap_ev": 9.53,
  "species": ["C", "C", "N", "N", "H", "H", "H", "H", "H", "H", "N", "C", "C", "H", "H", "H"],
  "xyz": [[0.874, 0.006, -1.562], [1.126, -0.242, -0.107], [-2.009, -1.061, 0.050], [0.931, -1.400, 0.369], [-2.717, -1.615, 0.512], [-1.119, -1.549, -0.027], [1.130, -1.486, 1.364], [0.629, -0.932, -2.055], [0.039, 0.700, -1.676], [1.761, 0.441, -2.023], [1.609, 0.836, 0.584], [-1.877, 0.174, 0.556], [-1.766, 1.302, 0.949], [1.449, 1.752, 0.204], [1.614, 0.782, 1.591], [-1.675, 2.293, 1.271]]
}

=====

b:
{
  "formula": "C4H9N3",
  "method": "ωB97M-V with the def2-TZVPD basis set",
  "e_homo_ev": -6.5,
  "total_charge": 0,
  "homo_lumo_gap_ev": 7.40,
  "species": ["C", "C", "N", "N", "C", "N", "C", "H", "H", "H", "H", "H", "H", "H", "H", "H"],
  "xyz": [[-1.539, -0.504, 0.864], [-1.189, -1.285, -0.346], [0.436, 1.342, -0.658], [-0.862, 1.544, -0.848], [0.943, 0.212, -0.169], [2.350, 0.231, 0.011], [0.146, -0.889, 0.231], [1.114, 2.105, -0.717], [-0.993, 2.538, -1.030], [2.652, 0.803, 0.794], [2.769, -0.687, 0.106], [-2.071, 0.425, 0.780], [-1.606, -0.994, 1.825], [0.698, -1.659, 0.757], [-1.380, -2.356, -0.315], [-1.467, -0.825, -1.284]]
}

=====

c:
{
  "formula": "C4H9N3",
  "method": "ωB97M-V with the def2-TZVPD basis set",
  "e_homo_ev": -8.0,
  "total_charge": 0,
  "homo_lumo_gap_ev": 9.00,
  "species": ["N", "N", "C", "N", "C", "C", "C", "H", "H", "H", "H", "H", "H", "H", "H", "H"],
  "xyz": [[-0.321, 0.679, -0.150], [-2.027, 0.255, -0.592], [0.525, -0.350, -0.068], [-2.702, -0.099, 0.579], [1.849, 0.260, -0.384], [0.320, -1.669, 0.128], [2.363, 1.349, 0.178], [-1.123, 1.200, -0.894], [-1.924, -0.579, -1.171], [-2.942, 0.745, 1.086], [-2.149, -0.709, 1.181], [2.496, -0.390, -0.965], [1.157, -2.306, 0.351], [-0.660, -2.113, 0.020], [3.381, 1.652, -0.009], [1.757, 2.077, 0.712]]
}

=====

d:
{
  "formula": "C4H9N3",
  "method": "ωB97M-V with the def2-TZVPD basis set",
  "e_homo_ev": -8.3,
  "total_charge": 0,
  "homo_lumo_gap_ev": 8.75,
  "species": ["C", "C", "N", "N", "C", "C", "N", "H", "H", "H", "H", "H", "H", "H", "H", "H"],
  "xyz": [[-0.861, 0.602, -1.899], [-0.134, -0.039, 0.563], [-1.477, 0.128, 1.029], [1.960, -0.819, 1.139], [0.675, -1.071, 1.172], [0.238, 0.221, -0.940], [0.686, 1.072, 0.090], [-1.522, 0.138, 2.042], [-1.845, 1.013, 0.704], [1.895, 0.461, 0.626], [2.582, -1.589, 1.345], [0.229, -1.704, 1.939], [0.942, -0.513, -1.358], [-0.407, 1.074, -2.773], [-1.410, -0.278, -2.238], [-1.553, 1.305, -1.442]]
}

=====

Which structure is the least stable? The one labeled c.

=====

a:
{
  "formula": "C4H9N3",
  "method": "ωB97M-V with the def2-TZVPD basis set",
  "e_homo_ev": -8.3,
  "total_charge": 0,
  "smiles": "[H]/N=C\\N(CC)N=C",
  "homo_lumo_gap_ev": 9.35,
  "species": ["C", "C", "C", "C", "H", "H", "H", "H", "H", "H", "H", "H", "H", "N", "N", "N"],
  "xyz": [[-1.938, -0.576, 0.161], [-0.578, -1.049, -0.211], [1.744, -0.144, 0.033], [0.398, 2.322, 0.101], [-2.502, 0.065, -0.447], [-2.462, -1.469, 0.358], [-1.853, -0.118, 1.104], [-0.590, -1.531, -1.263], [-0.155, -1.939, 0.410], [2.302, 0.742, 0.297], [1.699, -1.948, -0.433], [0.289, 3.130, -0.599], [1.026, 2.405, 1.038], [0.354, 0.048, -0.078], [2.305, -1.234, 0.010], [-0.039, 1.296, -0.481]]
}

=====

b:
{
  "formula": "C4H9N3",
  "method": "ωB97M-V with the def2-TZVPD basis set",
  "e_homo_ev": -8.6,
  "total_charge": 0,
  "smiles": "[H]/N=C\\N1CCCN1",
  "homo_lumo_gap_ev": 9.48,
  "species": ["C", "C", "C", "C", "H", "H", "H", "H", "H", "H", "H", "H", "H", "N", "N", "N"],
  "xyz": [[1.905, 0.645, 0.049], [-0.445, 1.260, -0.038], [-1.600, 0.172, -0.040], [-0.712, -1.115, -0.337], [2.069, -1.421, -0.127], [2.448, 1.568, -0.168], [-0.129, 1.488, -1.174], [-0.655, 2.328, 0.320], [-2.103, 0.059, 1.170], [-2.384, 0.334, -0.813], [-0.247, -1.357, -1.208], [-1.125, -2.206, -0.216], [-0.418, -0.982, 1.472], [2.486, -0.530, -0.214], [0.591, 0.635, 0.555], [0.319, -0.880, 0.770]]
}

=====

Which structure is the least stable? The one labeled b.